Entry 1:
A structure of composition C6H9N at a distorted geometry. Source: the OMol25 dataset; level of theory: the ωB97M-V functional and the def2-TZVPD basis.

```
16
C6H9N, DFT the ωB97M-V functional and the def2-TZVPD basis
H -1.6528 -2.0232 -0.6127
C 2.0424 0.3959 -0.1081
H -2.1451 -0.2986 1.5484
H -1.9256 1.6171 -0.5625
C -0.2856 -0.0365 -1.0415
C -1.4209 -0.1407 0.7605
C -1.1031 -1.1426 -0.2939
C -1.1262 1.1083 -0.0602
H 2.7104 -0.4331 -0.3158
H 2.1496 1.1542 -0.9074
H 0.3336 -1.4788 1.5806
H 0.0828 -0.3489 -2.0781
H 2.2584 0.8696 0.8498
H -0.5788 1.8563 0.6086
N 0.7789 -0.2280 -0.1440
C -0.0706 -0.8883 0.7686
```

Summary:
**Relative energy (zero: lowest compared OMol25 entry of this formula, charge and spin)**: 493.9 kJ/mol
**Total energy**: -288.59392 hartree
**HOMO level**: -7.106 eV
**Orbital gap**: 8.262 eV



Entry 2:
A structure of composition C6H9N at a distorted geometry. Source: the OMol25 dataset; level of theory: the ωB97M-V functional and the def2-TZVPD basis.

```
16
C6H9N, DFT the ωB97M-V functional and the def2-TZVPD basis
H -0.8149 1.4308 -0.8879
H -1.6888 -0.1871 -1.4950
C -1.3474 0.4480 -0.6562
N 0.8721 1.8837 0.1119
H -1.1799 -1.2527 1.7646
C 0.4650 0.9195 0.8622
C -0.1853 -0.2434 0.1111
H 2.4159 1.3502 -1.1724
H 0.8327 0.8740 1.8824
C 0.9274 -0.2477 -0.9268
H 1.2847 -1.0851 -1.5011
H -2.2160 0.7414 -0.0601
C -0.4540 -1.4771 0.9700
H -0.8492 -2.3271 0.4021
C 1.4498 0.9837 -0.8650
H 0.4728 -1.8087 1.4561
```

Summary:
**Relative energy (zero: lowest compared OMol25 entry of this formula, charge and spin)**: 374.3 kJ/mol
**Total energy**: -288.63947 hartree
**HOMO level**: -8.024 eV
**Orbital gap**: 8.352 eV



Entry 3:
An isolated molecule of C6H9N. Source: the OMol25 dataset; level of theory: the ωB97M-V functional and the def2-TZVPD basis.

```
16
C6H9N, DFT the ωB97M-V functional and the def2-TZVPD basis
C -1.1750 0.7459 -0.7774
N -2.2392 -0.2502 -0.9434
H 0.1588 -1.2560 -2.0594
H -0.0302 -2.5499 -0.8539
C 1.6187 -0.0972 0.5461
C 1.7810 0.9719 1.5246
C 1.2567 -0.9212 -0.2583
C -0.9856 -0.6331 -0.3034
H 1.2756 0.7241 2.4671
H -0.7040 1.0248 -1.7158
C 0.0977 -1.4698 -0.9860
H -0.9912 -0.8064 0.7741
H -2.9309 -0.0953 -0.2138
H -1.2982 1.5709 -0.0780
H 2.8384 1.1353 1.7163
H 1.3273 1.9063 1.1612
```

Summary:
**Relative energy (zero: lowest compared OMol25 entry of this formula, charge and spin)**: 343.4 kJ/mol
**Total energy**: -288.65124 hartree
**HOMO level**: -9.295 eV
**Orbital gap**: 10.245 eV



Entry 4:
An isolated molecule of C6H9N. Source: the OMol25 dataset; level of theory: the ωB97M-V functional and the def2-TZVPD basis.

```
16
C6H9N, DFT the ωB97M-V functional and the def2-TZVPD basis
H 0.2429 -1.9172 1.5787
C -0.8127 0.3400 -1.3115
C -0.4872 0.9762 0.0653
H 0.5184 1.4109 -0.0701
H -0.1889 -0.4414 -3.2212
N -0.5581 0.0425 1.1752
H 1.2814 -0.8785 0.4739
C 0.5209 -0.9182 1.2532
H -1.1586 1.8070 0.3036
C 0.4609 0.2259 2.1930
H 0.1519 0.0793 3.2243
H 0.9987 0.6114 -2.4293
H 0.7628 -1.0430 -1.8529
C 0.2448 -0.1661 -2.2543
H 1.1901 1.0209 2.0404
C -2.1044 0.4630 -1.3645
```

Summary:
**Relative energy (zero: lowest compared OMol25 entry of this formula, charge and spin)**: 516.1 kJ/mol
**Total energy**: -288.58547 hartree
**HOMO level**: -9.526 eV
**Orbital gap**: 9.767 eV



Entry 5:
A structure of composition C6H9N at a distorted geometry. Source: the OMol25 dataset; level of theory: the ωB97M-V functional and the def2-TZVPD basis.

```
16
C6H9N, DFT the ωB97M-V functional and the def2-TZVPD basis
C 1.0734 -0.4094 0.4989
H -0.5832 1.8517 0.4664
C 1.7066 0.8198 -0.0251
C -0.9628 -1.1852 -0.2633
H -2.0631 0.8792 0.2944
C -0.9734 0.8561 0.2432
H 2.7832 0.7952 -0.1705
H -0.6590 -0.6389 1.9876
C -0.5007 0.1007 -1.0118
H 1.3075 1.8000 0.2058
H -0.8276 0.3365 -2.0225
H -0.4656 -2.1249 -0.5289
H -2.0476 -1.3128 -0.2353
H 1.6444 -1.3178 0.5354
N 0.9654 -0.0541 -0.9261
C -0.3976 -0.3962 0.9517
```

Summary:
**Relative energy (zero: lowest compared OMol25 entry of this formula, charge and spin)**: 271.8 kJ/mol
**Total energy**: -288.67851 hartree
**HOMO level**: -9.001 eV
**Orbital gap**: 10.157 eV



Entry 6:
An isolated molecule of C6H9N. Source: the OMol25 dataset; level of theory: the ωB97M-V functional and the def2-TZVPD basis.

```
16
C6H9N, DFT the ωB97M-V functional and the def2-TZVPD basis
H -2.5624 -1.3838 0.4634
H -0.0855 -1.5022 -0.7762
H -3.1450 0.2644 0.6748
H -2.9951 -0.4041 -0.9481
H 2.3801 -1.6515 -0.5738
C 2.4576 -0.6803 -0.0726
N -0.0259 -0.6786 -0.2024
C -1.1137 0.1503 -0.0022
C 1.1470 0.0420 -0.0981
H 3.2531 -0.1047 -0.5543
C 0.8081 1.3453 0.1489
C -0.6203 1.4086 0.2157
H 1.5013 2.1707 0.2721
H -1.2200 2.2800 0.4454
C -2.5208 -0.3728 0.0389
H 2.7414 -0.8835 0.9684
```

Summary:
**Relative energy (zero: lowest compared OMol25 entry of this formula, charge and spin)**: 16.8 kJ/mol
**Total energy**: -288.77564 hartree
**HOMO level**: -7.716 eV
**Orbital gap**: 8.768 eV



Entry 7:
A structure of composition C6H9N at a distorted geometry. Source: the OMol25 dataset; level of theory: the ωB97M-V functional and the def2-TZVPD basis.

```
16
C6H9N, DFT the ωB97M-V functional and the def2-TZVPD basis
H -0.0728 0.1532 2.0553
C -1.4549 -0.9586 -0.6967
H -1.9939 -1.5600 -1.4199
H -1.5560 1.8417 0.1787
N 0.6007 -0.2096 -0.0620
H -1.9103 -1.7405 1.3109
C -0.4705 0.1844 -1.0083
H 2.4380 -0.4388 -1.0760
H 0.8048 2.0296 0.0991
H 2.2995 -0.8645 0.7587
H -0.1995 0.4217 -2.0376
C -0.4052 0.0489 1.0203
C -0.6759 1.2109 0.0888
C 1.8796 -0.4513 -0.1480
C -1.4158 -1.0466 0.6410
H 2.1322 1.3794 0.2957
```

Summary:
**Relative energy (zero: lowest compared OMol25 entry of this formula, charge and spin)**: 803.8 kJ/mol
**Total energy**: -288.47589 hartree
**HOMO level**: -7.038 eV
**Orbital gap**: 7.917 eV



Entry 8:
An isolated molecule of C6H9N at a distorted geometry. Source: the OMol25 dataset; level of theory: the ωB97M-V functional and the def2-TZVPD basis.

```
16
C6H9N, DFT the ωB97M-V functional and the def2-TZVPD basis
N -2.5555 -0.2818 -0.7193
H -0.1205 -0.8528 -1.2755
C 0.5485 -0.5364 -0.2906
C -0.4894 -0.1321 0.7968
H 1.3993 2.3775 -1.0569
H 2.2490 -0.9821 -1.0838
C 1.7894 -1.2482 -0.1921
H 1.7186 -2.2828 -0.0107
H 2.4666 -0.8777 0.6778
H 0.3260 2.8668 0.4037
H -3.5448 -0.3678 -0.8581
C 0.3034 0.8466 0.0068
H -0.2465 -0.3125 1.8985
C 0.7641 2.0343 -0.1742
C -2.0013 -0.1919 0.4514
H -2.6070 -0.0591 1.4261
```

Summary:
**Relative energy (zero: lowest compared OMol25 entry of this formula, charge and spin)**: 357.6 kJ/mol
**Total energy**: -288.64584 hartree
**HOMO level**: -9.376 eV
**Orbital gap**: 10.498 eV



Entry 9:
An isolated molecule of C6H9N. Source: the OMol25 dataset; level of theory: the ωB97M-V functional and the def2-TZVPD basis.

```
16
C6H9N, DFT the ωB97M-V functional and the def2-TZVPD basis
C -0.0199 -1.1573 -0.6402
N -2.2976 -0.5987 -1.5810
H -3.2594 -0.7217 -1.2779
C 1.7192 0.1241 0.9318
H -0.0450 -2.2337 -0.4286
H 2.5046 0.5751 2.8470
C -1.3958 -0.5540 -0.4372
H -2.4433 1.3828 -0.6141
C 0.9686 -0.4886 0.2143
H 3.6643 0.7355 1.5178
H -1.0685 1.1656 -1.8062
C 2.6178 0.8835 1.8025
H 2.4001 1.9550 1.7425
C -1.7763 0.6935 -1.1279
H -1.8187 -0.7105 0.5553
H 0.2498 -1.0506 -1.6979
```

Summary:
**Relative energy (zero: lowest compared OMol25 entry of this formula, charge and spin)**: 270.9 kJ/mol
**Total energy**: -288.67887 hartree
**HOMO level**: -9.399 eV
**Orbital gap**: 10.426 eV



Entry 10:
An isolated molecule of C6H9N at a distorted geometry. Source: the OMol25 dataset; level of theory: the ωB97M-V functional and the def2-TZVPD basis.

```
16
C6H9N, DFT the ωB97M-V functional and the def2-TZVPD basis
H 0.4085 -2.8003 0.1106
H -0.3659 2.1277 0.1445
C -0.2253 -0.6453 -0.1932
C 0.7808 -1.7913 -0.2098
H 1.1746 2.4962 -0.7847
C 0.8310 0.4431 -0.4121
H 1.2673 -2.0052 -1.0742
H -3.1814 0.4937 0.2387
C -1.6846 -0.5497 0.0248
H 1.2300 -0.6472 1.6997
N -2.2218 0.5805 -0.0863
H -2.2686 -1.5375 0.3763
H 1.1076 2.0011 0.9152
H 1.4467 0.5266 -1.3942
C 0.6800 1.9149 0.0336
C 1.0211 -0.6073 0.6111
```

Summary:
**Relative energy (zero: lowest compared OMol25 entry of this formula, charge and spin)**: 370.4 kJ/mol
**Total energy**: -288.64096 hartree
**HOMO level**: -9.135 eV
**Orbital gap**: 10.220 eV



Entry 11:
An isolated molecule of C6H9N. Source: the OMol25 dataset; level of theory: the ωB97M-V functional and the def2-TZVPD basis.

```
16
C6H9N, DFT the ωB97M-V functional and the def2-TZVPD basis
C -0.3171 0.1736 -1.1262
N 0.7421 0.4894 -0.1578
H 0.2217 0.6896 1.9372
H -1.7217 -1.6558 -1.1128
C 1.8177 -0.4952 -0.0957
C -1.1968 1.5928 0.4776
H -1.6064 -1.2732 1.5553
H -1.1410 1.0804 -0.8727
H -0.6391 2.5520 0.5243
H -0.0494 0.1946 -2.1844
C -1.0515 -0.7696 0.7706
H 1.4793 -1.5235 0.1060
C -1.1020 -0.9644 -0.5523
H 2.3574 -0.4877 -1.0496
C -0.2191 0.4991 0.9538
H 2.5229 -0.1952 0.6875
```

Summary:
**Relative energy (zero: lowest compared OMol25 entry of this formula, charge and spin)**: 601.7 kJ/mol
**Total energy**: -288.55287 hartree
**HOMO level (alpha / beta)**: -8.115 / -8.116 eV
**Orbital gap (alpha / beta)**: 8.026 / 8.026 eV



Entry 12:
A structure of composition C6H9N at a distorted geometry. Source: the OMol25 dataset; level of theory: the ωB97M-V functional and the def2-TZVPD basis.

```
16
C6H9N, DFT the ωB97M-V functional and the def2-TZVPD basis
H 1.3300 1.3820 0.7831
H -0.6031 -1.2831 -1.4253
C 0.1034 0.8293 -0.6130
H -0.1637 1.7668 -1.1288
C 1.4542 0.2011 -0.7923
C 1.5176 -0.8787 0.0659
C -0.7731 -0.5202 -0.4023
H -2.1241 0.3160 0.6967
H 2.1300 0.2506 -1.6638
H 0.1238 -1.2393 1.8327
H 2.4308 -1.6110 0.1230
H -2.8219 -0.9402 -0.2970
N -2.2614 -0.1757 -0.3635
H -0.7003 1.3905 1.5462
C 0.1586 -0.5450 0.8741
C 0.1991 1.0568 0.7644
```

Summary:
**Relative energy (zero: lowest compared OMol25 entry of this formula, charge and spin)**: 615.3 kJ/mol
**Total energy**: -288.54767 hartree
**HOMO level**: -8.990 eV
**Orbital gap**: 10.067 eV



> Which of these has the highest total energy?

number 7